Molecular formula: C23H40N6OSTi
Method: DFT, ωB97M-V with the def2-TZVPD basis set

Last column: Löwdin spin population.
Positions of all 72 atoms, in Å:
Ti: -0.4893 -1.0235 -0.0240  -0.01
S: 1.4616 2.2196 1.3257  0.00
O: 1.3027 0.9646 0.5049  0.01
N: -0.7422 -3.2994 -0.2600  0.00
N: -2.3753 -1.3711 -0.9949  0.04
N: -1.7554 0.3963 0.6162  0.19
N: -0.3585 -0.9743 2.1678  0.14
N: 0.0996 -0.6103 -1.5696  0.07
N: 1.5283 -1.8893 0.4901  0.00
C: 0.5346 0.0829 -2.7599  0.01
C: 0.5705 -1.9037 2.7839  0.01
C: -1.6290 0.9189 1.8774  0.15
C: 2.0607 0.1967 -2.7739  0.00
C: -3.3437 2.5108 1.3437  0.11
C: -0.4000 0.6242 4.0965  0.02
C: 3.0884 2.2015 2.0908  0.00
C: -3.6159 1.7962 0.1502  0.01
C: -0.7638 0.1431 2.7246  0.12
C: 2.0165 3.5322 0.2388  0.00
C: 0.5117 -4.0428 -0.0144  0.00
C: -1.2798 -3.4353 -1.6354  0.00
C: 1.8433 -1.9422 1.9365  0.01
C: -3.1150 -0.3344 -1.1497  0.02
C: -0.0877 1.4806 -2.7606  0.00
C: 3.4810 3.6745 2.2558  0.00
C: 1.7018 -3.1360 -0.2695  0.00
C: 2.7308 4.5041 1.1751  0.00
C: -2.5541 -2.6041 -1.7478  0.00
C: 0.0654 -0.6957 -3.9899  0.00
C: -2.3972 2.0344 2.2251  -0.01
C: -4.1777 -0.1950 -2.1902  0.00
C: -2.8311 0.7228 -0.1579  0.08
H: -0.3920 1.7126 4.1272  0.00
H: 1.1646 3.9617 -0.2838  0.00
H: -0.5225 -3.0432 -2.3100  0.00
H: 3.0553 1.6400 3.0227  0.00
H: 3.2165 4.0307 3.2495  0.00
H: -2.2795 2.4949 3.1971  0.00
H: 0.4988 -1.6987 -3.9983  0.00
H: -3.7964 -0.4979 -3.1668  0.00
H: -1.4796 -4.4812 -1.8833  0.00
H: -1.1786 1.4140 -2.7738  0.00
H: 3.7203 1.6710 1.3726  0.00
H: 4.5602 3.7754 2.1625  0.00
H: -5.0372 -0.8284 -1.9612  0.00
H: -1.4553 -3.6237 0.3870  0.00
H: 2.0639 -1.1431 0.0603  0.00
H: 2.4415 -2.8263 2.1727  0.00
H: -1.0241 -0.7898 -3.9936  0.00
H: 1.9998 5.1566 1.6513  0.00
H: 2.5160 -0.7964 -2.8231  0.00
H: 0.1015 -2.8922 2.7917  0.00
H: 0.3641 -0.1924 -4.9123  0.00
H: 1.7345 -2.8583 -1.3230  0.00
H: 2.4081 0.7673 -3.6383  0.00
H: -4.5206 0.8335 -2.2662  0.00
H: 0.5077 -4.3665 1.0275  0.00
H: 2.4033 0.6925 -1.8638  0.00
H: 0.5840 0.2730 4.4037  0.00
H: -1.1193 0.2741 4.8408  0.01
H: 0.2055 2.0150 -1.8552  0.00
H: 3.4042 5.1461 0.6114  0.00
H: -2.8045 -2.4399 -2.7976  0.00
H: 2.6829 3.0522 -0.4824  0.00
H: 0.2300 2.0577 -3.6325  0.00
H: 2.6349 -3.6461 -0.0149  0.00
H: 0.8157 -1.6714 3.8217  0.00
H: -3.9461 3.3687 1.6068  0.01
H: -4.4626 2.0636 -0.4664  0.00
H: 2.4473 -1.0634 2.1642  0.00
H: -3.3915 -3.1467 -1.2957  0.00
H: 0.5679 -4.9413 -0.6337  0.00

As for the orbital gap (spin up / spin down): 5.74 / 7.58 eV. Its largest force on an atom is 1.7 eV/Å. The energy above the lowest of the compared OMol25 structures with the same formula, charge and spin is 6.42 kcal/mol. Its energy is -2551.71726 Ha. The HOMO energy (spin up / spin down) is -8.2 / -10.3 eV. The spin multiplicity is 2. As for the charge: +1. The LUMO energy (spin up / spin down) comes out at -2.501 / -2.720 eV.

Molecular formula: C23H40O10Si
Method: DFT, ωB97M-V with the def2-TZVPD basis set

Last column: Mulliken charge in e.
Positions of all 74 atoms, in Å:
Si: -0.0757 1.2851 -1.7116  0.14
O: 2.5449 0.4648 1.0150  -0.29
O: 9.4954 0.5998 2.3790  -0.57
O: 2.6723 0.4180 3.2875  -0.61
O: 7.7952 0.9022 0.9120  -0.37
O: -2.5201 2.5664 -4.8707  -0.34
O: -3.3741 0.7092 -3.8835  -0.57
O: -1.1627 -2.3220 -3.0523  -0.23
O: -1.8276 -3.0464 -1.0068  -0.56
O: 2.4403 2.5886 -0.0787  -0.53
O: -2.7990 -1.6383 5.7197  -0.38
C: 2.1242 0.9495 2.2820  0.68
C: 6.0163 0.1615 2.2392  -0.12
C: -1.2748 -3.2464 -2.0610  0.38
C: 0.2020 -4.1203 -3.6647  -0.56
C: 1.7405 0.6641 -1.4219  -0.49
C: -1.8613 -0.9646 3.4290  0.45
C: 8.3161 0.6256 2.1388  0.42
C: -2.9770 3.9065 -5.0869  -0.41
C: -2.6812 -1.0648 0.8568  -0.34
C: -3.0843 -0.8897 2.3965  -0.93
C: -2.1185 0.3372 0.2236  -0.46
C: -3.5025 1.8471 -4.2632  0.53
C: 1.0019 2.0358 2.5757  -0.50
C: 2.2703 1.3542 -0.0591  0.46
C: -0.6557 -4.5485 -2.4929  -0.42
C: -4.7382 2.6894 -4.0973  -0.39
C: -2.4636 -0.5048 4.8763  -0.57
C: -1.6116 -2.3040 6.2068  -0.61
C: -0.5506 -2.9240 -4.1984  -0.46
C: 6.3665 0.9574 1.0040  -0.30
C: 7.2105 0.4081 3.1365  -0.43
C: -4.4856 3.8197 -5.0727  -0.51
C: -1.2545 -0.0845 -1.0801  -0.11
H: -1.9675 -0.4348 -1.9003  0.40
H: 2.3682 0.9460 -2.3292  0.43
H: -3.8176 -1.7278 2.6806  0.25
H: 7.0891 1.3130 3.7367  0.28
H: -0.3065 1.4470 -3.1625  -0.20
H: -4.8502 3.5364 -6.0651  0.26
H: -1.7835 -2.7626 7.2468  0.25
H: -1.3364 -3.2078 -4.9045  0.28
H: -0.0562 -4.9823 -1.6928  0.29
H: 7.4197 -0.4512 3.7731  0.29
H: -3.4687 0.0261 4.6692  0.32
H: -1.4483 -5.2358 -2.7977  0.29
H: -1.7971 0.2707 5.3901  0.36
H: 0.3394 2.3063 1.6909  0.16
H: 1.4611 2.9799 3.0479  0.30
H: -0.7366 -1.5719 6.3013  0.28
H: -1.5040 0.9276 0.9857  0.05
H: 0.3164 1.5790 3.3835  0.12
H: -1.9732 -1.9482 0.6456  0.30
H: -1.3641 -3.1766 5.4913  0.21
H: 5.9237 0.5295 0.1027  0.25
H: -4.7909 3.0455 -3.0657  0.25
H: 1.6974 -0.4704 -1.2780  0.27
H: -0.9991 -0.2551 3.1860  -0.40
H: -2.5975 4.2740 -6.0418  0.30
H: -3.0259 0.9327 -0.1424  0.22
H: -4.9681 4.7576 -4.7925  0.32
H: 0.1137 -2.2044 -4.6801  0.31
H: -5.6346 2.1269 -4.3572  0.31
H: 6.0623 2.0054 1.0845  0.26
H: 0.3499 -4.9034 -4.4101  0.34
H: -0.6061 -0.9723 -0.7414  0.11
H: -3.5563 0.1538 2.5157  0.35
H: -3.6424 -1.2865 0.2528  0.29
H: 5.0646 0.4546 2.6847  0.01
H: 1.1872 -3.8082 -3.3037  0.25
H: -1.4001 -2.0216 3.4863  0.27
H: -0.3089 2.5387 -0.9732  -0.15
H: -2.5892 4.5408 -4.2841  0.25
H: 5.9582 -0.9029 1.9903  0.26

Its SMILES is COCCCCCC[SiH2]CC(=O)OC(C)=O.O=C1CCCO1.O=C1CCCO1.O=C1CCCO1. As for the orbital gap: 9.83 eV. Its largest force on an atom is 5.0 eV/Å. Its energy is -1942.19885 Ha. The HOMO energy is -9.4 eV. As for the charge: 0. The LUMO energy comes out at 0.405 eV.

Molecular formula: C23H41As2Cl2N3O9PRbS2
Method: DFT, ωB97M-V with the def2-TZVPD basis set

Last column: Mulliken charge in e.
Positions of all 84 atoms, in Å:
Rb: 0.4735 1.2581 1.5629  0.60
As: -4.0901 -3.1161 -1.8195  0.18
As: -1.4667 -1.2377 0.0760  1.45
Cl: 3.2789 0.7642 3.1498  -0.06
Cl: 1.7485 -1.6100 2.3079  -0.04
S: -1.6815 0.9502 3.9710  0.13
S: 0.6147 4.6365 1.6763  -0.40
P: 2.4258 1.8609 -1.2617  0.64
O: -1.7815 -4.6564 -3.8777  -0.36
O: -4.1233 -1.9563 2.9201  -0.64
O: -1.9485 -2.5117 2.7629  -0.27
O: -6.3092 -2.7501 1.0261  -0.37
O: -5.0716 -4.5714 1.0339  -0.60
O: -2.1058 -2.6075 -4.6279  -0.60
O: 0.5123 -3.0420 -2.9381  -0.16
O: -2.0345 0.5331 2.5756  -0.64
O: 0.8291 -1.1404 -1.7923  -0.36
N: 1.6930 3.6446 3.9317  -0.09
N: 2.5433 5.6052 3.1392  -0.12
N: -0.3225 1.3003 4.3795  -0.61
C: -1.9886 -3.3505 -3.6893  0.42
C: -2.2684 0.3692 -0.7588  -0.97
C: 4.3133 -0.1631 -0.7807  -1.12
C: -3.0810 -2.0853 0.7654  0.83
C: 1.3725 2.0892 -2.7570  -0.26
C: -2.2047 -2.8449 -2.2953  -0.38
C: -1.8630 -2.6509 4.1873  -0.72
C: -4.0550 -2.6752 0.0796  0.60
C: -3.1387 -2.1678 2.2610  -0.44
C: 1.8018 -2.8813 -3.5496  -0.70
C: -5.1745 -3.4029 0.7724  0.18
C: 0.1251 -2.0743 -2.1050  -0.41
C: -1.5244 -5.4987 -2.7429  -0.53
C: 3.7623 0.7416 -1.8831  -0.69
C: -6.4024 -1.3419 0.7756  -0.33
C: 1.6491 4.6014 3.0099  0.47
C: -1.2557 -2.2412 -1.5835  0.30
C: 4.2149 3.5531 0.0519  -1.02
C: 2.4086 -0.6930 3.6663  -0.43
C: -4.7933 -1.4671 -2.6472  -1.16
C: 3.5253 5.7218 4.1972  -1.05
C: 2.0552 2.5537 -4.0404  -1.38
C: 3.2768 3.4929 -1.1535  -0.73
H: -7.4428 -1.0835 0.9442  0.33
H: -0.6610 -5.1389 -2.1866  0.22
H: -4.6377 -0.5869 -2.0299  0.29
H: 4.1939 4.8577 4.2231  0.32
H: 5.1056 -0.8144 -1.1581  0.38
H: 4.6691 4.5419 0.1498  0.37
H: -5.7664 -0.7935 1.4671  0.17
H: 0.5854 2.7931 -2.4679  0.43
H: 4.5609 1.3232 -2.3513  0.53
H: -2.5483 0.0889 -1.7701  0.29
H: 3.8250 3.7136 -2.0729  0.45
H: 2.8768 1.8896 -4.3184  0.28
H: -4.2725 -1.3459 -3.5967  0.41
H: 2.0620 -3.8526 -3.9560  0.26
H: 1.7355 -2.1445 -4.3484  0.31
H: -1.3142 -6.4809 -3.1520  0.33
H: 3.1252 -1.3212 4.1772  0.42
H: -1.5713 -1.6972 4.6236  0.17
H: -3.1374 0.6801 -0.1823  0.33
H: 3.6662 3.3441 0.9753  0.08
H: 3.0539 5.8354 5.1766  0.33
H: 1.5867 -0.3716 4.2968  0.22
H: 3.3164 0.1287 -2.6713  0.26
H: 2.5316 -2.5587 -2.8110  0.22
H: -1.5625 1.1984 -0.7737  0.36
H: 1.0209 2.8796 4.0093  0.03
H: 4.1289 6.6060 4.0167  0.35
H: 2.4639 3.5599 -3.9362  0.32
H: -2.3969 -5.5608 -2.0939  0.26
H: 0.8755 1.1293 -2.9112  -0.03
H: -5.8540 -1.6058 -2.8408  0.40
H: 1.3531 2.5712 -4.8763  0.41
H: -2.8210 -2.9631 4.5935  0.35
H: 3.5190 -0.7912 -0.3701  0.15
H: -6.1408 -1.1006 -0.2544  0.10
H: 5.0272 2.8261 -0.0319  0.29
H: -1.0977 -3.3985 4.3721  0.23
H: 2.2714 3.7512 4.7493  0.20
H: 2.5120 6.2906 2.4060  0.26
H: 4.7251 0.4146 0.0497  0.28
H: 2.4936 4.2482 -1.0449  0.43

As for the orbital gap: 8.10 eV. Its largest force on an atom is 0.9 eV/Å. The energy above the lowest of the compared OMol25 structures with the same formula, charge and spin is 0.00 kcal/mol. Its energy is -8296.16430 Ha. The HOMO energy is -8.3 eV. As for the charge: 0. The LUMO energy comes out at -0.151 eV.